Here is a molecular structure, C23H35BrF3INO24S7 in a non-equilibrium geometry from the Open Molecules 2025 dataset. Energies are from the ωB97M-V functional and the def2-TZVPD basis.

Total charge: +1
Lowest unoccupied orbital energy in Ha: -0.169
Kohn-Sham gap in Ha: 0.2540
HOMO in eV: -11.52
E_tot in Ha: -8716.0784

```
95
Properties=species:S:1:pos:R:3:lowdin_charge:R:1
I -0.149 0.050 2.807 1.090
Br 0.629 2.561 0.661 0.867
S -1.977 7.954 6.869 0.611
S -1.007 -8.139 -0.559 0.600
S 5.748 3.065 -1.139 0.715
S -1.167 -5.049 -6.084 0.619
S -2.753 1.717 5.819 0.596
S 3.041 5.103 -5.354 0.623
S -2.965 -4.757 2.596 0.603
F 3.733 -0.927 -3.025 0.170
F 1.851 -0.249 -3.978 0.149
F 2.112 -2.262 -3.408 0.136
O 4.516 5.594 -5.739 -0.173
O -2.048 -6.991 -0.984 -0.196
O -1.780 -5.534 2.626 -0.212
O -3.177 8.656 7.669 -0.180
O 3.035 4.693 -3.989 -0.247
O 2.110 6.038 -5.861 -0.191
O 3.007 3.784 -6.271 -0.192
O -1.433 -5.524 -7.389 -0.199
O -1.061 8.952 6.464 -0.200
O -2.546 -3.212 2.426 -0.217
O -3.833 2.800 5.347 -0.175
O -1.290 -8.525 0.774 -0.210
O -2.872 1.529 7.216 -0.198
O -1.722 -5.657 -4.929 -0.219
O -4.037 -5.031 1.711 -0.211
O -2.530 7.017 5.951 -0.234
O -1.432 2.587 5.535 -0.204
O 0.292 -7.752 -0.985 -0.233
O -2.785 0.625 4.904 -0.290
O 0.427 -4.948 -5.887 -0.178
O -1.543 -9.288 -1.546 -0.185
O -1.352 7.132 8.099 -0.189
O -1.481 -3.470 -6.046 -0.180
O -3.558 -4.649 4.089 -0.179
N 1.569 0.587 -1.198 0.017
C 3.053 -3.716 -0.694 0.066
C 4.079 3.845 -7.224 -0.157
C -1.964 7.552 9.327 -0.158
C 4.005 3.167 -1.694 -0.556
C 1.847 -3.211 -1.019 -0.122
C -1.782 3.781 4.818 -0.159
C 2.397 -1.004 -3.000 -0.516
C -2.833 -8.919 -2.047 -0.160
C -0.312 -2.750 -5.651 -0.177
C 1.559 -1.747 -0.759 -0.106
C 5.186 4.584 -6.503 -0.154
C 0.717 -0.232 0.898 -0.653
C 0.849 -3.602 -6.120 -0.169
C 1.913 1.748 -2.064 -0.122
C -3.172 -2.435 3.452 -0.190
C 1.815 -0.705 -1.617 0.001
C 3.466 1.860 -2.328 -0.206
C 1.038 0.823 0.000 -0.589
C 1.002 -1.534 0.527 -0.021
C -3.354 8.001 8.932 -0.160
C -3.252 -3.363 4.644 -0.154
C -2.789 -7.409 -2.139 -0.160
C -3.199 4.086 5.244 -0.165
H -3.781 -6.964 -2.134 0.140
H 3.707 1.749 -3.391 0.118
H -1.726 3.565 3.748 0.125
H -2.588 -1.545 3.648 0.043
H 4.376 2.845 -7.532 0.137
H 1.652 2.707 -1.615 0.053
H 3.869 3.975 -2.428 0.033
H -3.225 4.558 6.226 0.122
H 3.418 3.422 -0.795 0.053
H -3.021 -9.389 -3.009 0.137
H 1.340 1.721 -3.001 0.139
H 5.717 3.927 -5.810 0.134
H -3.796 8.681 9.656 0.140
H 1.023 -3.481 -7.192 0.138
H 3.127 -4.697 -0.219 0.086
H 3.922 1.030 -1.762 0.088
H -2.291 -3.435 5.158 0.136
H 5.898 5.036 -7.188 0.141
H -1.378 8.378 9.735 0.137
H 3.945 -3.128 -0.955 0.083
H -4.168 -2.149 3.104 0.141
H -0.307 -1.759 -6.100 0.136
H 6.040 1.745 -1.215 -0.149
H 1.768 -3.390 -5.580 0.119
H -0.320 -2.655 -4.562 0.120
H 1.109 -3.877 -1.484 0.134
H 0.787 -2.358 1.207 0.131
H -2.250 -7.084 -3.030 0.105
H -4.020 7.148 8.782 0.134
H -1.095 4.588 5.060 0.135
H -3.722 4.714 4.529 0.141
H -3.585 -9.253 -1.328 0.135
H -4.018 -3.060 5.354 0.140
H -1.981 6.734 10.043 0.138
H 3.728 4.402 -8.095 0.138
```

Here is C3H3NO2 in the gas phase in a non-equilibrium geometry from the Open Molecules 2025 dataset. Energies are from the ωB97M-V functional and the def2-TZVPD basis.

Lowest unoccupied orbital energy in Ha: 0.002
Kohn-Sham gap in Ha: 0.4043
HOMO in eV: -10.95
E_tot in Ha: -321.2461
Energy relative to the best compared isomer or geometry (same formula, charge and spin) in kcal/mol: 82.55
SMILES: N#C[C@H](O)C=O

```
9
Properties=species:S:1:pos:R:3:lowdin_charge:R:1
O -0.396 1.442 0.553 -0.023
O -1.684 -1.153 0.556 0.103
N 2.492 -0.036 -0.354 0.214
C -0.589 -0.897 0.122 -0.206
C 1.455 0.330 -0.111 -0.203
C 0.083 0.365 -0.095 -0.498
H 0.052 0.562 -1.182 0.187
H 0.135 -1.718 -0.201 0.156
H -1.547 1.105 0.712 0.269
```

Here is a molecular structure, C22H28GeN3O3RhS from the Open Molecules 2025 dataset. Energies are from the ωB97M-V functional and the def2-TZVPD basis.

Lowest unoccupied orbital energy in Ha: 0.012
Kohn-Sham gap in Ha: 0.2256
HOMO in eV: -5.81
E_tot in Ha: -3830.6820
Energy relative to the best compared isomer or geometry (same formula, charge and spin) in kcal/mol: 76.54

```
59
Properties=species:S:1:pos:R:3:lowdin_charge:R:1
Rh 0.562 0.793 -0.750 0.526
Ge -0.637 3.488 1.357 0.731
S -1.024 1.973 -1.617 0.823
O 1.877 -5.560 -2.161 -0.082
O 2.536 0.540 -0.174 -0.106
O 0.697 -1.126 -1.565 -0.180
N -1.029 -0.155 1.142 0.111
N -3.698 2.319 -0.948 -0.104
N -2.880 0.501 -0.128 0.025
C -2.175 -1.825 -0.150 0.002
C 3.265 -0.464 -0.223 -0.372
C -1.316 -2.804 0.326 -0.054
C -2.565 1.613 -0.816 -0.487
C 3.464 -4.127 -0.989 -0.043
C 0.828 3.251 2.628 -0.216
C 0.032 2.716 -0.310 -0.674
C 1.360 -3.316 -1.853 0.043
C -0.953 5.418 1.090 -0.227
C 2.242 -4.344 -1.667 -0.286
C 2.856 -1.766 -0.690 -0.101
C 2.783 -6.635 -2.012 -0.093
C -2.293 2.812 2.178 -0.217
C 4.694 -0.216 0.213 -0.012
C -1.973 -0.537 0.302 -0.302
C -4.736 1.656 -0.334 -0.028
C -0.210 -1.109 1.587 -0.122
C -0.320 -2.441 1.216 -0.052
C -4.223 0.517 0.179 -0.012
C 3.735 -2.863 -0.542 -0.042
C -3.776 3.602 -1.632 0.001
C 1.601 -1.997 -1.367 -0.368
H 0.552 3.550 -0.797 -0.017
H -3.062 4.294 -1.190 0.083
H 1.052 2.188 2.718 0.010
H -1.775 5.587 0.390 -0.005
H -1.408 -3.827 -0.013 0.114
H 0.381 -3.170 1.596 0.114
H 2.971 -6.859 -0.959 0.091
H 5.119 -1.008 0.824 0.066
H 3.733 -6.430 -2.512 0.093
H -5.735 2.054 -0.309 0.129
H -2.266 1.734 2.317 -0.003
H 5.323 -0.101 -0.673 0.096
H 0.574 -0.781 2.260 0.116
H -2.948 -2.039 -0.876 0.122
H -4.678 -0.270 0.752 0.136
H -2.385 3.287 3.157 0.022
H -0.065 5.905 0.684 0.016
H 0.579 3.650 3.613 0.016
H -3.179 3.084 1.601 0.002
H 1.724 3.753 2.263 0.021
H -3.544 3.477 -2.688 0.097
H 0.432 -3.489 -2.382 0.125
H 4.708 0.717 0.771 0.082
H -4.783 3.992 -1.519 0.097
H -1.209 5.906 2.032 0.015
H 2.310 -7.494 -2.481 0.089
H 4.177 -4.919 -0.826 0.092
H 4.680 -2.711 -0.040 0.097
```